Formula: C25H45N3O5
Source: the Open Molecules 2025 dataset
Level of theory: ωB97M-V/def2-TZVPD

The geometry in XYZ format:
```
78
Properties=species:S:1:pos:R:3:forces:R:3
C -2.974177 -0.789337 -1.922075 -0.76 0.34 0.46
C -3.718040 0.533526 -2.158131 0.64 -0.60 -0.97
C -2.948373 1.483362 -3.081349 -0.75 0.19 0.88
O -2.996213 0.964056 -4.395821 0.51 0.19 0.17
C -1.776287 1.093715 -5.098723 0.12 -0.31 -0.47
C -0.634951 0.222001 -4.563913 0.81 0.17 0.42
N -0.020011 -0.587767 -5.662122 0.44 0.04 0.47
C 1.411389 -0.640902 -5.423882 0.11 -0.05 -0.45
O 2.235660 -0.936200 -6.260222 -0.83 0.12 1.06
C 1.576407 -0.254788 -3.960135 0.88 0.74 -0.17
C 2.990747 -0.075761 -3.380433 -0.33 -1.47 -0.39
C 3.120081 -0.988839 -2.148453 -0.03 0.52 0.37
C 2.283272 -0.518628 -0.973635 0.74 -0.03 -1.03
C 2.233177 0.813979 -0.624762 0.74 0.00 -0.76
C 1.497738 1.214685 0.447059 -0.17 1.61 0.38
C 0.772107 0.323277 1.189122 -0.33 0.46 0.60
C 0.818868 -0.992050 0.838841 -0.93 -0.76 0.91
C 1.552394 -1.401724 -0.235627 -0.15 -1.34 -0.13
C 0.570880 0.917813 -3.842996 -0.11 -1.51 -0.11
C 1.113737 2.202317 -4.461262 -0.81 -0.08 0.23
C 0.467723 3.517936 -3.991413 0.99 0.16 0.52
O 1.345972 4.578900 -4.387727 -0.35 -0.06 -0.17
C 0.264907 3.623544 -2.468623 -0.80 0.87 -0.33
N -0.581716 4.802505 -2.214875 0.47 -0.06 -0.20
H -3.663459 -1.441993 -1.381370 0.27 -0.14 0.18
H -2.768373 -1.293567 -2.862406 0.24 0.10 -0.07
H -2.076604 -0.630834 -1.321831 0.12 -0.20 -0.12
H -4.609496 0.264293 -2.729133 -0.30 0.29 0.26
H -3.993589 1.016341 -1.222380 -0.01 0.04 0.01
H -3.457603 2.455404 -3.009740 0.11 0.08 -0.42
H -1.927983 1.652554 -2.723851 0.10 -0.24 -0.11
H -1.973265 0.756920 -6.115084 -0.12 0.00 0.00
H -1.441255 2.132335 -5.184247 -0.23 0.05 0.15
H -0.970951 -0.479357 -3.797378 -0.63 0.14 -0.11
H -0.343668 -1.535336 -5.484474 -0.09 -0.11 -0.87
H 1.157777 -1.111266 -3.418220 -0.34 0.08 -0.08
H 3.686038 -0.490154 -4.115135 0.15 0.48 -0.13
H 3.240423 0.953272 -3.144885 0.10 0.03 -0.13
H 2.788307 -1.999846 -2.390882 0.16 -0.03 -0.20
H 4.169936 -1.062383 -1.852656 0.00 0.03 0.07
H 2.803652 1.508340 -1.225922 -0.03 0.28 0.17
H 1.477078 2.265745 0.711287 0.00 0.04 0.00
H 0.185617 0.673993 2.026150 -0.02 -0.10 0.10
H 0.265377 -1.712060 1.426985 0.00 -0.07 -0.03
H 1.531746 -2.456787 -0.483639 0.17 -0.03 -0.13
H 0.345565 0.936179 -2.778038 -0.07 0.71 0.00
H 1.013155 2.129063 -5.548367 0.14 0.11 -0.01
H 2.181959 2.283810 -4.250035 -0.01 0.01 0.01
H -0.480086 3.753335 -4.473833 0.01 -0.17 -0.10
H 2.154585 4.460549 -3.878502 0.08 0.12 -0.08
H 1.233501 3.852967 -2.016609 0.04 -0.43 0.12
H -0.194411 2.740641 -2.021111 0.42 -0.23 -0.04
H -1.548155 4.610772 -2.438610 -0.06 0.05 0.24
H -0.478553 5.131737 -1.266871 -0.29 -0.04 0.04
C -1.414771 0.065457 7.674717 0.16 -0.04 0.04
O -0.632950 -1.065606 8.009770 -0.23 0.12 -0.11
C -1.352793 -2.293789 7.977498 0.28 -0.23 0.20
C -0.857629 -3.175881 6.849538 -0.02 0.25 -0.16
N -1.233094 -2.629697 5.550320 0.09 -0.14 0.06
C -0.598262 -3.295056 4.415847 -0.12 0.25 -0.02
C 0.919402 -3.184597 4.284236 0.00 -0.24 -0.27
O 1.382651 -1.875740 4.006042 -0.01 -0.06 0.23
C 1.595490 -1.056815 5.142719 0.03 0.18 -0.25
H -0.808858 0.951645 7.857544 0.04 -0.04 0.01
H -1.704534 0.055346 6.618517 -0.13 0.03 0.03
H -2.311861 0.123344 8.297960 -0.04 0.01 -0.05
H -2.430854 -2.126513 7.905078 0.01 0.07 -0.11
H -1.155456 -2.801816 8.925830 -0.05 0.00 0.00
H -1.292842 -4.173571 6.957514 0.01 -0.01 -0.03
H 0.231879 -3.263518 6.953434 0.00 -0.11 0.15
H -0.987165 -1.648887 5.524824 -0.02 0.02 0.01
H -1.038751 -2.863913 3.512290 0.03 -0.06 -0.04
H -0.876868 -4.353308 4.427576 0.04 -0.01 0.05
H 1.211454 -3.789702 3.420621 0.01 0.02 0.00
H 1.448732 -3.609473 5.144841 -0.04 0.11 0.10
H 1.904642 -1.635620 6.016168 -0.08 -0.03 0.02
H 0.701742 -0.473504 5.381610 0.01 -0.04 0.18
H 2.388140 -0.349070 4.897446 0.02 -0.05 -0.04
```
Positions in Å, forces in eV/Å.

Calculated values
**2S+1**: 1
**Gap between HOMO and LUMO**: 0.345 Ha
**Largest force on an atom**: 1.66 eV/Å
**E**: -1519.96746 a.u.

Now the Löwdin charges, all in e: C -0.1015; C -0.2114; C -0.2336; O -0.1202; C -0.1412; C -0.2357; N 0.0949; C -0.3883; O 0.1137; C -0.1977; C -0.1253; C -0.1382; C -0.2383; C -0.0577; C -0.0946; C -0.0908; C -0.0911; C -0.0493; C -0.2076; C -0.0733; C -0.3624; O -0.0361; C -0.2212; N 0.0122; H 0.0701; H 0.0630; H 0.0675; H 0.1110; H 0.1082; H 0.1208; H 0.1001; H 0.1282; H 0.1094; H 0.1258; H 0.1348; H 0.1495; H 0.1188; H 0.0923; H 0.1135; H 0.1220; H 0.1107; H 0.1071; H 0.1081; H 0.0979; H 0.1182; H 0.1209; H 0.1425; H 0.1143; H 0.1304; H 0.0827; H 0.1196; H 0.0847; H 0.0594; H 0.0620; C -0.1163; O -0.1957; C -0.2162; C -0.2147; N -0.0509; C -0.2001; C -0.2260; O -0.1939; C -0.0927; H 0.0882; H 0.0785; H 0.0877; H 0.1221; H 0.1213; H 0.1236; H 0.1063; H 0.0679; H 0.1116; H 0.1187; H 0.1201; H 0.1114; H 0.0897; H 0.0716; H 0.0890

***

Formula: C25H45NP2STi
Source: the Open Molecules 2025 dataset
Level of theory: ωB97M-V/def2-TZVPD

The geometry in XYZ format:
```
75
Properties=species:S:1:pos:R:3:forces:R:3
Ti -0.467100 -0.428354 -0.891104 -3.53 -2.89 8.73
C -2.177525 1.582584 0.737659 -0.40 -0.99 -1.08
C -2.591817 0.661733 -0.288919 0.88 -0.11 0.73
C -2.249462 -0.507931 1.691176 -0.04 0.87 -0.25
C -2.016707 0.864264 1.941237 -0.09 -1.06 -0.01
C -2.613345 -0.664937 0.312871 0.38 1.21 -0.36
C -2.116129 3.053560 0.597060 0.39 0.47 -0.10
H -1.912392 3.353371 -0.439323 -0.06 -0.04 0.19
H -1.326779 3.479860 1.234017 -0.22 -0.08 -0.20
H -3.065325 3.528727 0.889158 0.17 -0.16 -0.06
C -1.721548 1.462904 3.267757 0.30 0.11 0.40
H -1.519958 2.535934 3.179379 -0.03 -0.22 0.09
H -0.841147 0.990649 3.729765 -0.36 0.19 -0.09
H -2.568924 1.337705 3.956225 0.15 0.02 -0.14
C -2.261923 -1.580291 2.714322 0.22 -0.39 0.35
H -3.262244 -1.671772 3.167858 0.23 0.00 -0.11
H -1.556361 -1.369348 3.531676 -0.16 -0.05 -0.24
H -1.998345 -2.557602 2.285063 -0.12 0.27 0.12
C -3.197183 -1.880783 -0.306474 -0.33 -0.55 -0.09
H -4.061742 -1.625140 -0.933376 0.17 -0.10 0.09
H -3.538668 -2.574395 0.474983 0.12 0.10 -0.31
H -2.482097 -2.430624 -0.943738 -0.23 -0.07 0.18
C -3.299365 1.079309 -1.521638 -0.58 0.30 -0.52
H -4.312922 1.448349 -1.289544 0.24 -0.09 -0.06
H -3.418895 0.255439 -2.231503 -0.07 0.24 0.11
H -2.772503 1.897354 -2.028054 -0.22 -0.16 0.05
C 1.360524 0.376774 -1.484441 1.46 2.90 -1.05
C 0.270150 1.274203 -1.618413 2.58 1.82 -1.18
C -0.264819 1.595491 -2.998639 -0.14 0.36 -0.35
C -0.954667 0.400300 -3.715274 -0.10 0.45 -0.18
C -1.162849 -0.832964 -2.852725 0.85 -1.79 -2.23
C -0.102675 -1.725178 -2.536303 -1.03 -0.48 -3.44
C 1.258976 -1.547504 -3.187474 0.63 0.11 0.07
C 2.030867 -0.318400 -2.648917 0.53 -0.36 -0.13
H 0.569764 1.941870 -3.630324 -0.16 -0.06 0.26
H -0.357041 0.152854 -4.607698 -0.21 -0.19 0.27
H -0.955418 2.450081 -2.941971 0.21 -0.36 0.10
H 2.234078 0.376313 -3.480530 -0.22 0.04 0.34
H 1.993498 0.485353 -0.596114 -0.54 -0.11 -0.29
H 0.071897 2.003769 -0.824172 0.36 -0.24 -0.10
H 3.024983 -0.653880 -2.310640 -0.38 0.15 -0.05
H 1.886195 -2.444835 -3.059142 -0.51 0.38 -0.02
H -0.358326 -2.766300 -2.301419 -0.15 0.63 0.11
H 1.147449 -1.418635 -4.273864 -0.28 -0.20 0.21
H -1.933366 0.746742 -4.081170 0.32 -0.28 0.13
H -2.182075 -1.232375 -2.870630 0.33 0.04 0.56
P 2.252134 3.114104 1.358526 -0.11 -0.15 0.19
C 1.916583 3.784870 3.042014 -0.08 0.11 -0.18
H 2.714520 4.484862 3.328226 -0.24 -0.20 0.12
H 1.823837 2.973435 3.775960 0.04 0.25 -0.21
H 0.959231 4.323591 2.982562 0.28 -0.06 0.21
C 3.826192 2.205761 1.667220 0.06 -0.04 -0.14
H 4.620340 2.901814 1.968205 -0.09 -0.24 -0.01
H 4.116655 1.703029 0.733246 0.10 0.12 0.24
H 3.681394 1.431407 2.435961 0.07 0.37 -0.30
C 2.908970 4.646194 0.570824 -0.01 -0.13 -0.15
H 3.124564 4.438101 -0.486209 0.02 0.15 0.25
H 3.826292 4.984626 1.072891 -0.25 0.02 -0.14
H 2.142297 5.431354 0.616242 0.23 -0.15 -0.02
P 0.647179 -3.481186 0.085936 -0.05 0.45 0.07
C 0.017821 -5.092018 -0.491704 -0.09 -0.02 -0.15
H 0.853370 -5.790125 -0.614220 -0.29 -0.06 0.01
H -0.487773 -4.943457 -1.453768 0.08 -0.28 0.12
H -0.707146 -5.483117 0.232833 0.14 0.03 -0.23
C 2.388760 -3.563684 -0.488616 -0.04 0.08 -0.05
H 2.433191 -3.473996 -1.580741 0.10 -0.20 0.36
H 2.805246 -4.530186 -0.172652 0.08 0.29 -0.14
H 2.967398 -2.742000 -0.047898 -0.11 -0.19 -0.07
C 0.890144 -3.791780 1.868352 -0.16 0.13 0.05
H 1.328479 -4.788709 2.005641 -0.06 0.24 0.09
H -0.085689 -3.738904 2.366690 0.29 -0.10 0.02
H 1.542532 -3.022761 2.300907 -0.15 -0.23 -0.07
S 1.625767 -0.047286 3.347273 0.20 -0.13 0.41
C 1.051846 -0.364564 1.911277 -0.68 -0.58 -1.51
N 0.589101 -0.673597 0.848323 0.40 0.87 0.78
```
Positions in Å, forces in eV/Å.

Calculated values
**Relative energy (zero: lowest compared OMol25 entry of this formula, charge and spin)**: 70.27 kcal/mol
**2S+1**: 2
**Total charge**: +1
**Gap between HOMO and LUMO (alpha / beta)**: 0.182 / 0.182 Ha
**Largest force on an atom**: 9.86 eV/Å
**E**: -2964.34089 a.u.

Now the Löwdin charges, all in e: Ti 0.9509; C -0.1835; C -0.2987; C -0.2073; C -0.1907; C -0.2649; C -0.0172; H 0.0813; H 0.0754; H 0.1119; C -0.0196; H 0.0752; H 0.0345; H 0.1012; C -0.0205; H 0.1056; H 0.0866; H 0.0667; C -0.0262; H 0.0999; H 0.0960; H 0.0651; C -0.0387; H 0.1105; H 0.0663; H 0.0719; C -0.2001; C -0.2568; C -0.1493; C -0.1458; C -0.2148; C -0.2333; C -0.1549; C -0.1374; H 0.1244; H 0.1225; H 0.1100; H 0.1258; H 0.0948; H 0.0936; H 0.1226; H 0.0927; H 0.0772; H 0.1232; H 0.1203; H 0.1182; P 0.7640; C -0.3133; H 0.0447; H 0.0125; H 0.0268; C -0.3226; H 0.0421; H 0.0279; H -0.0203; C -0.3175; H 0.0297; H 0.0409; H 0.0369; P 0.8155; C -0.2722; H 0.0488; H 0.0303; H 0.0510; C -0.2549; H 0.0199; H 0.0544; H 0.0509; C -0.2640; H 0.0587; H 0.0307; H 0.0249; S 0.7258; C -0.8782; N -0.0581

***

Formula: C25H46AlCl2N3O6Si
Source: the Open Molecules 2025 dataset
Level of theory: ωB97M-V/def2-TZVPD

The geometry in XYZ format:
```
84
Properties=species:S:1:pos:R:3:forces:R:3
C -4.392342 2.770782 -1.896523 -0.64 1.25 0.02
C -3.765826 2.190419 -0.638782 0.48 2.29 -0.21
H -5.388182 3.164117 -1.630482 0.39 -0.07 -0.27
H -4.576908 2.076608 -2.752492 0.50 0.56 1.13
H -3.810596 3.645818 -2.266161 -0.20 -0.58 0.05
C -4.521814 1.966590 0.459105 1.21 -1.41 0.76
C -5.844320 2.593721 0.604394 -1.15 0.42 -0.37
H -4.205610 1.222570 1.252517 -0.15 1.49 -0.90
H -6.670202 2.058033 0.131329 -0.10 0.06 -0.42
H -5.713355 3.585816 0.174050 -0.74 0.08 -0.07
H -6.238168 2.776181 1.596154 0.55 -0.21 0.66
Al 2.149870 -0.834550 0.300041 -0.26 -0.18 -1.35
Cl -0.638322 -1.017297 -0.748033 1.20 -1.44 0.90
C 4.308041 0.625449 1.528515 -2.23 -1.09 0.76
O 3.911309 -0.547127 1.156330 1.05 1.46 0.74
N 3.932392 1.195189 2.688869 0.59 -0.39 -0.88
C 3.365578 0.468888 3.830574 -0.07 0.13 -0.13
C 3.898575 2.653558 2.850717 1.02 0.10 -0.41
H 4.895253 1.257230 0.854123 -0.15 -0.09 0.05
H 3.392406 -0.618102 3.622917 -0.04 0.69 0.24
H 2.329548 0.834516 3.997104 0.54 -0.42 -0.15
H 3.986738 0.747887 4.714343 -0.43 -0.43 -0.54
H 4.220059 3.133759 1.908716 -0.18 -0.21 0.49
H 4.583610 2.948116 3.658922 -0.22 -0.01 -0.18
H 2.888003 2.998442 3.087829 0.03 -0.33 -0.15
H 5.382059 -4.894428 -0.846303 -0.28 -0.06 0.26
H 5.624112 -4.012194 -3.022093 -0.27 -0.02 -0.27
C 4.363612 -4.540792 -0.646235 0.22 0.10 -0.21
C 4.532128 -3.954236 -3.099361 -0.36 -0.04 0.30
N 4.004316 -3.671779 -1.769835 -1.53 0.92 0.41
H 4.331073 -3.992383 0.298910 0.03 0.01 -0.30
C 3.064995 -2.707261 -1.631707 1.31 -0.92 0.91
O 2.636107 -2.391133 -0.490457 0.86 -1.56 -1.38
H 4.224165 -3.112245 -3.723918 0.31 -0.28 -0.20
H 2.766908 -2.261865 -2.588798 -0.23 0.35 0.55
H 3.668271 -5.389150 -0.574539 0.23 0.17 -0.11
H 4.101941 -4.885637 -3.494643 0.31 0.20 0.04
H -2.489474 -1.971383 1.221965 0.38 -0.25 0.05
H -1.889624 -0.593283 3.757255 0.23 -0.45 -0.09
C -1.892436 -2.713165 1.774849 -0.03 0.14 -0.34
C -1.348630 -1.543585 3.882703 0.02 -0.24 0.19
N -0.872148 -2.059422 2.605612 0.99 -0.38 0.15
H -1.439303 -3.435186 1.083002 -0.05 0.51 0.12
C 0.440397 -1.967568 2.368567 -0.38 0.92 -1.55
O 0.998598 -2.061411 1.227996 -0.36 -0.69 2.28
H -0.466923 -1.386925 4.506686 -0.30 0.17 0.19
H 1.045973 -1.684515 3.247756 -0.30 0.02 -0.29
H -2.551863 -3.246693 2.468593 0.13 0.02 -0.13
H -2.011078 -2.281159 4.351208 0.16 0.18 -0.02
O -2.638173 0.591987 -0.999402 1.75 -2.08 -0.29
C -2.231533 1.937616 -0.724985 -2.03 -1.87 0.14
C -1.787803 1.500513 1.738082 0.59 0.60 0.68
C -1.489950 2.209243 0.571759 0.35 -0.12 -0.07
H -2.441490 0.658356 1.665195 -0.29 -0.32 -0.05
C -1.233679 1.864959 2.976647 0.93 0.86 -1.14
H -1.643871 2.346191 -1.569313 -0.62 0.27 0.25
C -0.525845 3.226128 0.615972 -0.30 0.12 0.27
H -1.522013 1.375050 3.902487 0.09 0.09 -0.14
C -0.251417 2.885927 2.995190 -0.45 0.63 -0.21
C 0.096399 3.595641 1.812472 -0.35 -0.65 0.59
H -0.259929 3.732285 -0.311080 -0.08 -0.05 0.14
H 0.186752 3.194895 3.954309 -0.14 -0.16 -0.38
H 0.855290 4.407050 1.811527 -0.61 -0.69 0.14
Si -2.102546 -0.704573 -2.264735 -1.92 -0.01 -1.47
Cl 1.353369 0.825582 1.248775 -0.35 0.88 0.62
C -3.115643 -2.391108 -2.216707 0.03 0.34 0.51
C -0.969757 -0.968274 -3.773384 0.60 0.05 -0.33
C -3.360741 0.261702 -3.297429 -0.20 0.16 0.22
H -3.409860 -2.622069 -1.172257 0.05 -0.22 -0.49
H -2.563042 -3.245881 -2.666774 -0.14 0.51 0.50
H -4.045534 -2.261990 -2.816101 0.57 0.00 0.44
H -4.219896 0.210786 -2.608404 0.06 0.52 -0.66
H -3.653756 -0.020860 -4.311902 0.25 -0.18 0.07
H -2.850907 1.243190 -3.284813 -0.78 -0.14 -0.39
H -0.144820 -0.261942 -3.718610 0.09 -0.13 -0.23
H -1.519173 -0.751751 -4.700167 -0.01 -0.05 0.30
H -0.563955 -1.976544 -3.898080 0.15 -0.11 0.30
C 2.939826 1.490445 -2.998423 0.22 0.45 -0.37
C 1.985748 0.687453 -2.148089 -1.11 1.08 -0.92
O 0.777170 0.827953 -2.280996 1.51 0.36 0.38
O 2.611785 -0.085805 -1.323986 0.03 -0.65 1.28
H 2.928317 1.127758 -4.052219 0.06 0.25 0.73
H 3.958944 1.429219 -2.559946 -0.59 0.22 -0.53
H 2.532815 2.521653 -2.985905 0.52 -0.46 -0.19
```
Positions in Å, forces in eV/Å.

Calculated values
**Relative energy (zero: lowest compared OMol25 entry of this formula, charge and spin)**: 23.49 kcal/mol
**2S+1**: 1
**Gap between HOMO and LUMO**: 0.204 Ha
**Largest force on an atom**: 2.76 eV/Å
**E**: -3048.31012 a.u.

Now the Löwdin charges, all in e: C -0.0567; C -0.2332; H 0.0564; H 0.0614; H 0.0909; C -0.1407; C -0.1465; H 0.1058; H 0.0722; H 0.0640; H 0.0601; Al -0.4588; Cl 0.5546; C -0.2025; O -0.0300; N -0.1986; C -0.0414; C -0.0315; H 0.1613; H 0.0965; H 0.0854; H 0.1053; H 0.1044; H 0.0957; H 0.0808; H 0.0931; H 0.0978; C -0.0058; C -0.0258; N -0.1570; H 0.0956; C -0.1202; O 0.0419; H 0.0934; H 0.1681; H 0.1058; H 0.1027; H 0.0801; H 0.0749; C -0.0323; C -0.0291; N -0.1284; H 0.1012; C -0.2175; O -0.0932; H 0.0908; H 0.1401; H 0.0887; H 0.0955; O -0.3632; C -0.2614; C -0.0798; C -0.1831; H 0.0790; C -0.1084; H 0.1450; C -0.0785; H 0.0801; C -0.1541; C -0.1437; H 0.1146; H 0.0889; H 0.1025; Si 0.0949; Cl 0.7206; C -0.1933; C -0.2226; C -0.2285; H -0.0034; H 0.0169; H 0.0215; H 0.0325; H 0.0327; H 0.0351; H -0.0128; H 0.0201; H 0.0113; C 0.0023; C -0.6489; O -0.0334; O -0.0575; H 0.0915; H 0.0781; H 0.0897